{"formula": "C55H35HfN10O6PS2", "method": "ωB97M-V/def2-TZVPD", "relative_energy_ev": 0.397, "gap_ev": [5.05, 4.94], "fmax_ev_per_a": 1.485, "symbols": ["Hf", "C", "C", "C", "C", "C", "N", "C", "N", "C", "C", "C", "C", "C", "C", "C", "C", "N", "C", "N", "C", "N", "C", "N", "C", "N", "C", "C", "C", "C", "C", "C", "C", "C", "C", "C", "C", "C", "N", "C", "C", "H", "H", "H", "H", "H", "H", "H", "H", "H", "H", "H", "H", "H", "H", "H", "H", "O", "S", "O", "O", "C", "C", "C", "C", "C", "C", "S", "O", "O", "O", "H", "H", "H", "H", "N", "P", "C", "C", "C", "C", "C", "C", "C", "C", "C", "C", "C", "C", "C", "C", "C", "C", "C", "N", "H", "H", "H", "H", "H", "H", "H", "H", "H", "H", "H", "H", "H", "H", "H"], "xyz": [[-0.988, 0.173, -0.023], [1.626, -5.963, -0.573], [2.438, -5.381, -1.557], [2.169, -4.124, -2.062], [1.074, -3.449, -1.534], [0.520, -2.129, -1.790], [-0.515, -1.877, -0.923], [-0.769, -3.055, -0.262], [-1.830, -3.355, 0.446], [-2.841, -2.513, 0.526], [-4.103, -2.867, 1.142], [-4.540, -4.008, 1.808], [-5.835, -4.000, 2.289], [-6.676, -2.892, 2.107], [-6.243, -1.763, 1.437], [-4.938, -1.771, 0.958], [-4.150, -0.773, 0.262], [-4.655, 0.413, -0.026], [-3.954, 1.348, -0.602], [-2.669, 1.266, -1.080], [-2.381, 2.484, -1.662], [-1.371, 2.757, -2.441], [-0.522, 1.796, -2.785], [-0.334, 0.599, -2.158], [0.455, -0.167, -2.994], [0.893, -1.389, -2.802], [0.843, 0.610, -4.149], [1.608, 0.303, -5.273], [1.784, 1.299, -6.211], [1.195, 2.566, -6.055], [0.412, 2.862, -4.959], [0.255, 1.863, -3.999], [-3.477, 3.418, -1.434], [-3.634, 4.761, -1.737], [-4.840, 5.346, -1.391], [-5.860, 4.609, -0.779], [-5.700, 3.265, -0.486], [-4.485, 2.688, -0.824], [-2.898, -1.246, 0.008], [0.272, -4.024, -0.555], [0.524, -5.300, -0.066], [1.870, -6.951, -0.208], [3.291, -5.934, -1.928], [2.790, -3.671, -2.819], [-3.887, -4.858, 1.939], [-6.214, -4.864, 2.818], [-7.683, -2.926, 2.501], [-6.880, -0.904, 1.292], [2.044, -0.676, -5.399], [2.381, 1.104, -7.091], [1.356, 3.317, -6.816], [-0.057, 3.826, -4.835], [-2.841, 5.321, -2.209], [-5.001, 6.396, -1.594], [-6.785, 5.107, -0.520], [-6.470, 2.689, 0.004], [-0.112, -5.742, 0.686], [-1.594, 2.730, 1.046], [-2.299, 1.999, 2.068], [-3.660, 2.369, 2.309], [-2.129, 0.516, 1.703], [-1.449, 1.978, 3.612], [-2.223, 1.928, 4.757], [-1.631, 1.588, 5.968], [-0.293, 1.258, 6.009], [0.480, 1.304, 4.853], [-0.088, 1.683, 3.648], [1.060, 1.942, 2.292], [2.239, 1.240, 2.729], [1.137, 3.351, 2.067], [0.503, 1.270, 1.046], [-3.278, 2.140, 4.685], [-2.229, 1.558, 6.869], [0.164, 0.966, 6.945], [1.533, 1.069, 4.878], [2.665, -1.033, 0.910], [2.580, -0.035, -0.485], [4.078, -0.704, -1.335], [5.292, -0.760, -0.650], [6.435, -1.251, -1.253], [6.393, -1.673, -2.575], [5.201, -1.602, -3.273], [4.050, -1.128, -2.655], [3.306, 1.609, -0.150], [4.148, 1.991, 0.888], [4.674, 3.272, 0.922], [4.367, 4.183, -0.076], [3.529, 3.813, -1.114], [2.999, 2.534, -1.146], [1.719, -1.504, 1.792], [2.237, -2.294, 2.845], [1.408, -2.812, 3.800], [0.041, -2.548, 3.715], [-0.391, -1.792, 2.656], [0.399, -1.282, 1.691], [3.596, -1.230, 1.253], [5.365, -0.394, 0.367], [7.363, -1.285, -0.700], [7.288, -2.045, -3.056], [5.157, -1.919, -4.306], [3.126, -1.100, -3.208], [4.368, 1.307, 1.692], [5.315, 3.563, 1.744], [4.770, 5.187, -0.035], [3.274, 4.520, -1.891], [2.337, 2.253, -1.958], [3.301, -2.475, 2.880], [1.812, -3.415, 4.602], [-0.665, -2.909, 4.445], [-1.443, -1.548, 2.566]], "forces_ev_per_angstrom": [[0.1337, -1.3399, -0.6249], [-0.0260, 0.0003, 0.0222], [0.0076, -0.0316, -0.0272], [-0.0813, 0.0092, 0.0537], [-0.0289, -0.0178, 0.0244], [-0.1139, -0.1191, -0.0613], [0.1903, 0.1487, -0.0715], [0.0865, 0.0070, -0.0372], [0.1020, -0.0574, 0.0944], [-0.1264, -0.0371, -0.1933], [-0.0447, 0.0000, 0.0361], [-0.0148, 0.0813, -0.0455], [0.0014, -0.0245, -0.0032], [-0.0179, 0.0210, -0.0042], [0.0629, -0.0837, -0.0229], [0.0037, -0.0480, 0.0548], [-0.0911, -0.2101, -0.0783], [-0.0492, 0.1251, 0.0983], [0.0209, 0.0683, -0.1518], [0.1573, 0.1970, 0.2889], [-0.1045, -0.0334, -0.0095], [-0.0186, 0.0862, 0.1004], [0.1332, 0.0891, 0.0548], [0.0452, 0.1500, -0.0524], [0.2154, 0.1208, 0.0906], [0.0889, 0.0045, -0.0394], [-0.0766, 0.0273, -0.0702], [-0.0122, 0.0763, 0.0886], [0.0048, 0.0100, -0.0172], [-0.0070, -0.0124, 0.0098], [0.0464, -0.0572, 0.0538], [-0.0034, -0.0535, -0.0471], [-0.0934, -0.0317, -0.0646], [-0.0425, -0.0500, -0.0057], [0.0094, 0.0012, -0.0263], [-0.0044, -0.0372, 0.0271], [0.0888, 0.0267, -0.0482], [0.0084, 0.0872, 0.0465], [0.3530, 0.2115, 0.4883], [0.0384, 0.0104, -0.0117], [0.0279, 0.0479, -0.0622], [0.0123, -0.0419, 0.0136], [0.0289, -0.0147, -0.0087], [0.0549, 0.0331, -0.0723], [0.0471, -0.0575, 0.0148], [-0.0101, -0.0203, 0.0141], [-0.0204, -0.0040, 0.0111], [-0.0519, 0.0774, -0.0086], [0.0303, -0.0924, -0.0138], [0.0156, -0.0021, -0.0221], [0.0088, 0.0317, -0.0364], [-0.0394, 0.0603, 0.0068], [0.0470, 0.0351, -0.0271], [-0.0038, 0.0369, -0.0040], [-0.0178, 0.0094, 0.0025], [-0.0389, -0.0347, 0.0208], [-0.0472, -0.0300, 0.0548], [-0.0326, 0.4493, 0.0149], [-0.2839, 0.0796, 0.0862], [0.0399, -0.2648, 0.1491], [-0.3826, 0.5087, 0.3339], [-0.0438, -0.2073, -0.1452], [0.1198, 0.0558, 0.0962], [-0.1960, 0.0556, -0.0629], [0.1890, -0.0399, -0.0378], [-0.0427, 0.1307, 0.0402], [0.0784, 0.0937, 0.0290], [-0.0575, 0.1578, -0.3187], [-0.1101, -0.0343, 0.0605], [0.1165, -0.0579, 0.2336], [-0.0991, -0.2740, -0.1993], [-0.0775, -0.0116, -0.0253], [-0.0236, 0.0089, 0.0161], [0.0271, -0.0087, 0.0051], [0.0393, -0.0164, 0.0133], [0.1765, 0.2061, 0.0543], [-0.1528, -0.0676, -0.2424], [0.0179, -0.1478, 0.2529], [0.0607, -0.0534, 0.0211], [0.0186, 0.0289, 0.0344], [0.0085, -0.0183, -0.0500], [0.0305, -0.0100, -0.0196], [-0.0360, 0.0206, -0.0806], [-0.1145, 0.0443, -0.0074], [0.1318, -0.0067, -0.1085], [0.0155, -0.0427, 0.0343], [0.0021, 0.0584, -0.0014], [0.0077, 0.0526, -0.0182], [-0.0143, -0.0151, 0.0346], [0.0920, -0.1928, 0.1919], [-0.1305, 0.0512, 0.0129], [-0.0555, 0.0076, -0.0535], [0.0592, 0.0850, -0.0951], [-0.2741, -0.0168, 0.2071], [0.0348, 0.1892, -0.2408], [-0.0788, -0.0251, -0.0791], [0.0079, 0.0293, 0.0367], [0.0428, -0.0076, 0.0215], [0.0175, -0.0133, -0.0150], [0.0061, -0.0212, -0.0585], [-0.1045, 0.0235, -0.0278], [0.0341, -0.0709, 0.0582], [0.0142, 0.0106, 0.0202], [0.0091, 0.0102, -0.0036], [-0.0083, 0.0267, -0.0235], [-0.0615, -0.0265, -0.0527], [0.0714, -0.0077, 0.0124], [0.0029, 0.0054, 0.0169], [-0.0482, -0.0329, 0.0377], [0.0716, -0.0473, 0.0398]]}